[1]
Entry from the OMol25 dataset: 2 unconnected molecules or ions with the total composition C6H8N2O2 (the ωB97M-V functional and the def2-TZVPD basis).

```
18
Properties=species:S:1:pos:R:3:forces:R:3
C 2.6618 -1.2639 1.1668 -1.097 1.217 -0.642
C -2.8291 0.3000 1.0525 -0.142 1.339 -1.622
C -2.4341 -0.8187 0.5566 0.259 -2.418 -0.011
C 1.1213 1.2794 -0.5799 -2.598 0.568 0.740
C -2.6693 -1.4702 -0.8267 3.190 1.573 2.183
C 2.5503 1.8468 -0.5499 -1.542 1.042 -0.738
N 1.8900 -0.5228 0.6867 2.621 -1.725 0.735
N 1.0304 0.0607 0.0581 -2.201 -0.403 -0.279
O 0.0107 1.7201 -0.9651 3.919 -0.189 0.199
O -3.1161 1.4039 1.2496 -0.318 0.494 0.990
H 3.2345 -1.8484 1.8317 0.179 -0.142 0.327
H -2.0642 -1.5177 1.2948 0.169 0.092 0.176
H -2.2563 -0.9174 -1.6235 0.594 1.033 -0.837
H -3.6446 -1.5876 -1.0151 -3.640 -1.009 -0.630
H -2.0758 -2.3508 -0.7677 -0.094 -1.076 -0.222
H 2.5984 2.4766 -1.5164 0.639 -0.375 2.182
H 3.2048 1.0069 -0.5635 0.682 -0.693 -0.810
H 2.7872 2.2028 0.5110 -0.619 0.674 -1.741
```
Forces are in eV/Å.

The value obtained for the largest force on an atom is 4.17 eV Å⁻¹. Its LUMO energy is 0.0158 Eh. Its HOMO energy is -8.29 eV. The calculation puts the energy at -13421.44925 eV. The calculation puts the HOMO-LUMO gap at 8.72 eV. For the energy above the lowest of the compared OMol25 structures with the same formula, charge and spin, the calculation gives 136.61 kcal per mole.

These are the Mulliken partial charges, in e, on atoms 1 to 4:
1 C -0.219
2 C 0.670
3 C -0.502
4 C 0.625


[2]
Entry from the OMol25 dataset: 2 unconnected molecules or ions with the total composition C6H8N2O2 (the ωB97M-V functional and the def2-TZVPD basis).

```
18
Properties=species:S:1:pos:R:3:forces:R:3
C 0.0969 2.1888 -0.0242 1.366 -1.685 -0.865
C 1.0903 1.8269 0.7514 1.496 -0.248 -1.377
C 0.1862 1.2930 -1.3067 0.570 0.517 1.446
C 1.9430 0.8914 -0.1163 -2.827 0.370 0.549
C -1.3499 -2.4491 0.5710 -1.061 -1.024 1.333
C -1.9524 -1.3323 -0.2040 -0.485 -0.439 -2.318
N 1.4108 0.5673 -1.2261 0.055 -0.088 -0.544
N -0.5695 -1.2834 0.2776 1.225 0.503 -0.905
O -0.6298 1.2063 -2.1606 -0.376 -0.013 -0.564
O 3.0432 0.4103 0.3560 1.442 -0.153 0.532
H -0.4189 3.0538 0.1451 -2.117 1.669 0.140
H 1.4821 2.3146 1.6187 -0.095 0.080 0.593
H -1.7848 -2.5106 1.5978 1.000 -0.188 -0.627
H -1.0504 -3.4385 0.1269 -0.675 1.209 0.234
H -2.1527 -1.6171 -1.2821 0.463 0.746 1.203
H -2.6729 -0.5606 0.1659 0.823 -1.001 0.076
H 0.1508 -1.4505 -0.4758 -1.270 0.181 1.010
H 3.1778 0.8897 1.1853 0.467 -0.435 0.084
```
Forces are in eV/Å.

The value obtained for the largest force on an atom is 2.90 eV Å⁻¹. Its LUMO energy is -0.0145 Eh. Its HOMO energy is -9.32 eV. The calculation puts the energy at -13423.97778 eV. The calculation puts the HOMO-LUMO gap at 8.92 eV. For the energy above the lowest of the compared OMol25 structures with the same formula, charge and spin, the calculation gives 78.30 kcal per mole.

These are the Mulliken partial charges, in e, on atoms 1 to 4:
1 C -0.663
2 C -0.206
3 C 0.461
4 C 0.791


[3]
Entry from the OMol25 dataset: 2 unconnected molecules or ions with the total composition C6H8N2O2 (the ωB97M-V functional and the def2-TZVPD basis).

```
18
Properties=species:S:1:pos:R:3:forces:R:3
C -2.7684 -0.6252 0.9049 -1.013 0.398 -0.021
C -2.5838 0.3102 -0.0281 -1.603 2.000 2.454
C 1.2927 -0.3098 1.0168 -0.568 -0.639 0.977
C 2.0289 0.8388 0.5201 -0.306 -0.152 -0.623
C 1.6884 1.3487 -0.6741 -0.095 -0.216 -0.098
C -0.1633 -0.1891 -0.9963 1.763 -1.153 -0.277
H -3.6418 -0.6780 1.5678 0.087 0.242 -0.572
H -2.1207 -1.4526 1.0979 0.561 -0.277 -0.031
H -3.3276 1.1269 -0.1108 0.186 -0.622 0.092
H -1.6785 0.4448 -0.6044 -2.885 1.199 1.638
H -0.3459 -1.4981 0.5668 0.246 0.407 -0.118
H 2.8479 1.2157 1.1050 0.027 0.106 0.041
H 2.2110 2.1946 -1.0887 0.005 0.081 -0.180
H 0.4291 1.2083 -2.3558 0.004 0.086 0.023
N 0.1925 -0.7013 0.2331 0.714 0.237 -0.632
N 0.6642 0.8260 -1.4557 0.112 -0.083 0.849
O 1.4986 -0.9063 2.0585 0.185 0.334 -0.504
O -1.1657 -0.5534 -1.5684 2.582 -1.948 -3.018
```
Forces are in eV/Å.

The value obtained for the largest force on an atom is 4.42 eV Å⁻¹. Its LUMO energy is 0.0166 Eh. Its HOMO energy is -9.13 eV. The calculation puts the energy at -13425.02404 eV. The calculation puts the HOMO-LUMO gap at 9.58 eV. For the energy above the lowest of the compared OMol25 structures with the same formula, charge and spin, the calculation gives 54.18 kcal per mole.

These are the Mulliken partial charges, in e, on atoms 1 to 4:
1 C -0.679
2 C -0.080
3 C 0.489
4 C -0.517


Among the records above, which one has the highest energy above the lowest of the compared OMol25 structures with the same formula, charge and spin? number 1


The highest HOMO-LUMO gap belongs to which entry? number 3